The following is a DFT calculation (ωB97M-V/def2-TZVPD) of a molecular structure, C33H32AsB2F4N10O5RbS4.

Results
total charge	-2
calculated total energy	-176948.19663	eV
frontier orbital gap	0.214	hartree
molecular weight	1034.96	g mol⁻¹
F_max	0.49	eV/Å
HOMO level	-0.1096	Eh
spin multiplicity	1

Structure (XYZ):
```
92
Properties=species:S:1:pos:R:3:nbo_charge:R:1
Rb -0.642 0.410 2.250 0.876
C 1.940 -3.132 5.055 -0.684
C 1.537 -1.805 4.480 0.138
N 1.630 -1.499 3.245 -0.086
O 2.069 -2.478 2.404 -0.593
B 2.867 -1.959 1.242 1.261
F 4.212 -1.859 1.678 -0.575
F 2.764 -2.928 0.240 -0.555
O 2.442 -0.676 0.621 -0.626
N 2.045 0.375 1.439 -0.091
C 2.976 1.156 1.825 0.174
C 4.417 1.043 1.432 -0.682
C 2.565 2.131 2.895 0.194
N 1.336 2.461 2.985 -0.113
O 1.077 3.163 4.158 -0.619
B -0.035 2.623 4.977 1.274
F -1.175 2.342 4.195 -0.568
F -0.301 3.563 5.967 -0.548
O 0.366 1.380 5.732 -0.586
N 0.752 0.401 4.869 -0.100
C 1.032 -0.728 5.397 0.142
C 0.918 -1.019 6.864 -0.681
C 3.571 2.469 3.957 -0.681
H 2.427 -3.728 4.289 0.253
H 1.076 -3.686 5.435 0.202
H 2.619 -2.996 5.900 0.208
H 4.495 0.506 0.491 0.250
H 4.992 0.479 2.168 0.235
H 4.860 2.038 1.346 0.195
H 0.379 -0.218 7.362 0.251
H 1.905 -1.115 7.327 0.207
H 0.398 -1.966 7.029 0.201
H 4.587 2.302 3.607 0.200
H 3.392 1.832 4.828 0.237
H 3.450 3.497 4.292 0.236
C 0.584 -0.264 -12.385 -0.251
O 0.491 0.908 -11.605 -0.496
C 0.372 0.749 -10.252 0.291
C 0.256 1.925 -9.511 -0.257
C 0.128 1.871 -8.141 -0.145
C 0.111 0.644 -7.470 -0.118
C 0.232 -0.515 -8.219 -0.118
C 0.362 -0.477 -9.605 -0.333
C -0.035 0.637 -6.009 0.341
N -0.140 1.710 -5.265 -0.457
C -0.270 1.241 -3.974 0.094
C -0.232 -0.126 -3.951 0.168
N -0.071 -0.511 -5.264 -0.534
C -0.354 -0.910 -2.760 -0.146
C -0.294 -2.307 -2.709 -0.163
C -0.431 -2.936 -1.499 -0.235
C -0.645 -2.147 -0.361 0.075
N -0.697 -0.835 -0.392 -0.405
C -0.537 -0.201 -1.560 0.254
C -0.540 1.276 -1.553 0.235
N -0.641 1.891 -0.366 -0.408
C -0.643 3.204 -0.334 0.070
C -0.549 4.003 -1.482 -0.252
C -0.431 3.390 -2.703 -0.151
C -0.418 1.992 -2.756 -0.114
H 0.655 0.064 -13.419 0.193
H -0.303 -0.893 -12.265 0.174
H 1.474 -0.846 -12.128 0.173
H 0.267 2.873 -10.032 0.221
H 0.035 2.777 -7.559 0.242
H 0.228 -1.487 -7.742 0.188
H 0.451 -1.405 -10.151 0.214
H -0.005 -1.452 -5.604 0.410
H -0.125 -2.886 -3.611 0.187
H -0.360 -4.010 -1.404 0.214
H -0.763 -2.608 0.614 0.215
H -0.717 3.659 0.648 0.211
H -0.567 5.080 -1.387 0.211
H -0.346 3.957 -3.622 0.216
S -6.276 1.020 3.262 -0.364
As -4.977 2.022 1.728 0.970
S -4.300 1.677 3.828 -0.242
S -4.114 0.690 0.389 -0.665
S -5.566 3.953 1.263 -0.661
N -4.369 -2.435 6.855 -0.804
C -3.692 -2.342 5.631 0.193
C -4.328 -1.873 4.492 -0.311
C -3.607 -1.754 3.316 0.068
N -2.322 -2.099 3.191 -0.480
C -1.742 -2.598 4.284 0.059
C -2.364 -2.738 5.510 -0.325
H -5.127 -1.770 6.921 0.374
H -3.751 -2.330 7.646 0.369
H -5.354 -1.527 4.513 0.223
H -4.072 -1.309 2.443 0.230
H -0.702 -2.882 4.173 0.197
H -1.810 -3.122 6.359 0.201
```

***

The following is a DFT calculation (ωB97M-V/def2-TZVPD) of a molecular structure, C24H15Cl2F5NOSTeTi.

Results
calculated total energy	-108543.81362	eV
frontier orbital gap (alpha / beta)	0.219 / 0.222	hartree
molecular weight	706.82	g mol⁻¹
energy relative to the best compared isomer or geometry (same formula, charge and spin)	180.0	kJ/mol
F_max	3.03	eV/Å
HOMO level (alpha / beta)	-0.2804 / -0.2831	Eh
spin multiplicity	2

Structure (XYZ):
```
51
Properties=species:S:1:pos:R:3:nbo_charge:R:1
Ti 1.126 0.381 0.630 1.017
Cl 0.881 2.578 4.978 0.080
C 0.814 0.920 4.587 -0.085
C 0.502 -0.095 5.523 -0.188
C 0.839 -1.448 5.294 -0.089
Cl 0.318 -2.598 6.388 0.063
C 1.309 -1.851 3.993 -0.115
C 1.937 -3.080 3.602 -0.047
C 2.382 -3.355 2.262 -0.276
C 2.285 -2.338 1.338 0.116
N 1.841 -1.131 1.734 -0.556
C 1.419 -0.851 3.018 0.190
C 1.096 0.499 3.301 0.263
O 1.117 1.379 2.270 -0.737
H 0.129 0.182 6.502 0.244
H 2.094 -3.823 4.354 0.229
H 2.630 -4.370 1.996 0.243
H 2.559 -2.392 0.282 0.246
F 4.038 4.852 0.962 -0.280
C 3.496 3.684 0.586 0.287
C 2.118 3.545 0.285 0.337
F 1.285 4.604 0.390 -0.274
C 1.746 2.403 -0.460 0.233
F 0.857 2.686 -1.461 -0.296
C 2.577 1.301 -0.642 -0.426
S 2.080 -0.211 -1.372 -0.029
C 3.896 1.472 -0.194 0.338
F 4.785 0.501 -0.587 -0.299
C 4.394 2.693 0.245 0.290
F 5.752 2.906 0.350 -0.286
C -4.440 -0.297 -5.456 -0.629
C -3.556 -0.356 -4.213 -0.007
C -3.244 -1.583 -3.609 -0.221
C -2.538 -1.699 -2.405 -0.048
C -2.341 -3.013 -1.662 -0.637
C -2.235 -0.520 -1.769 -0.195
Te -1.321 -0.584 0.243 -0.025
C -2.535 0.764 -2.336 0.094
C -2.308 2.012 -1.549 -0.666
C -3.212 0.816 -3.583 -0.261
H -4.919 -1.288 -5.667 0.216
H -3.854 -0.016 -6.346 0.220
H -5.255 0.442 -5.237 0.219
H -3.475 -2.523 -4.089 0.202
H -2.450 -3.886 -2.305 0.214
H -3.101 -3.066 -0.894 0.224
H -1.364 -3.073 -1.161 0.228
H -1.260 2.157 -1.252 0.232
H -2.858 2.055 -0.626 0.227
H -2.613 2.852 -2.166 0.210
H -3.424 1.763 -4.070 0.209
```

***

The following is a DFT calculation (ωB97M-V/def2-TZVPD) of a single C2H7N molecule.

Results
calculated total energy	-3675.95389	eV
frontier orbital gap	0.387	hartree
molecular weight	45.08	g mol⁻¹
energy relative to the best compared isomer or geometry (same formula, charge and spin)	147.5	kJ/mol
F_max	3.82	eV/Å
HOMO level	-0.3435	Eh
SMILES string	CCN
spin multiplicity	1

Structure (XYZ):
```
10
Properties=species:S:1:pos:R:3:nbo_charge:R:1
C 0.817 0.461 -0.833 -0.638
C -0.071 -0.558 -0.149 -0.243
N -0.783 0.099 0.961 -0.872
H 1.125 0.320 -1.994 0.222
H 0.177 1.442 -0.548 0.238
H 1.912 0.372 -0.305 0.188
H -0.854 -0.775 -1.011 0.184
H 0.598 -1.372 -0.004 0.177
H -0.189 0.275 1.765 0.365
H -1.760 -0.371 1.256 0.380
```

***

The following is a DFT calculation (ωB97M-V/def2-TZVPD) of a gas-phase ion, C5H15N2 (charge +1).

Results
total charge	+1
calculated total energy	-8400.96285	eV
frontier orbital gap	0.403	hartree
molecular weight	103.19	g mol⁻¹
energy relative to the best compared isomer or geometry (same formula, charge and spin)	165.3	kJ/mol
F_max	2.71	eV/Å
HOMO level	-0.5110	Eh
SMILES string	CCNCC[NH2+]C
spin multiplicity	1

Structure (XYZ):
```
22
Properties=species:S:1:pos:R:3:nbo_charge:R:1
C 2.484 0.957 0.425 -0.638
C 1.928 -0.182 -0.460 -0.230
N 0.702 -0.900 0.236 -0.698
C -0.389 -1.357 -0.746 -0.271
C -1.174 -0.118 -1.091 -0.241
N -1.264 0.684 0.158 -0.535
C -2.340 0.403 1.144 -0.434
H 2.490 0.581 1.442 0.222
H 2.029 1.967 0.318 0.212
H 3.510 1.116 0.238 0.239
H 2.724 -0.948 -0.560 0.219
H 1.655 0.247 -1.493 0.201
H 1.048 -1.762 0.762 0.409
H 0.054 -1.773 -1.714 0.226
H -1.009 -2.231 -0.421 0.239
H -2.197 -0.351 -1.237 0.228
H -0.745 0.468 -1.881 0.234
H -1.334 1.683 -0.050 0.435
H -0.437 0.339 0.619 0.473
H -3.383 0.153 0.767 0.246
H -2.351 1.332 1.676 0.229
H -2.001 -0.309 1.866 0.234
```

***

The following is a DFT calculation (ωB97M-V/def2-TZVPD) of a gas-phase ion, C3H4ClO4S (charge -1).

Results
total charge	-1
calculated total energy	-34722.74950	eV
frontier orbital gap	0.307	hartree
molecular weight	171.58	g mol⁻¹
energy relative to the best compared isomer or geometry (same formula, charge and spin)	194.0	kJ/mol
F_max	4.59	eV/Å
HOMO level	-0.1675	Eh
spin multiplicity	1

Structure (XYZ):
```
13
Properties=species:S:1:pos:R:3:nbo_charge:R:1
C -0.106 -0.077 0.034 0.553
C 0.732 0.418 -2.200 -0.614
C 0.173 -0.522 -1.165 -0.444
O 0.021 1.008 0.698 -0.639
O -1.867 0.639 2.178 -0.976
O 0.517 0.441 2.907 -0.944
O -0.529 -1.066 0.870 -0.637
S -0.574 0.009 2.076 2.311
Cl -1.053 -1.554 3.340 -0.399
H 0.692 1.589 -1.782 0.205
H 1.786 0.308 -2.518 0.187
H 0.168 0.428 -3.127 0.188
H 0.040 -1.620 -1.311 0.208
```

***

The following is a DFT calculation (ωB97M-V/def2-TZVPD) of a molecular structure, C42H48As2BCrN4OSTe.

Results
total charge	+1
calculated total energy	-221239.90025	eV
frontier orbital gap (alpha / beta)	0.295 / 0.283	hartree
molecular weight	997.19	g mol⁻¹
F_max	1.35	eV/Å
HOMO level (alpha / beta)	-0.3753 / -0.3764	Eh
spin multiplicity	5

Structure (XYZ):
```
101
Properties=species:S:1:pos:R:3:lowdin_charge:R:1
Cr -1.790 0.727 -0.060 0.420
B -2.583 -2.005 2.001 -0.433
N -1.717 -0.801 2.468 -0.048
C -1.248 -0.727 3.717 -0.072
C -0.288 0.269 3.780 -0.039
C -0.238 0.776 2.491 -0.190
N -1.095 0.113 1.697 -0.085
N -3.354 -1.719 0.682 -0.062
C -4.346 -2.493 0.232 -0.059
C -4.591 -2.182 -1.098 -0.031
C -3.682 -1.178 -1.390 -0.173
N -2.943 -0.899 -0.300 -0.105
H -1.830 -2.921 1.776 0.072
H -3.382 -2.257 2.858 0.080
H -1.609 -1.390 4.485 0.134
H 0.296 0.580 4.628 0.106
H 0.367 1.585 2.120 0.042
H -4.800 -3.234 0.867 0.134
H -5.311 -2.636 -1.754 0.104
H -3.519 -0.653 -2.317 0.114
C 2.278 -2.342 0.091 -0.424
C 2.643 -1.060 0.849 -0.439
As 2.510 0.512 -0.333 1.254
C 3.109 1.933 0.880 -0.465
C 3.526 3.126 0.289 -0.157
C 3.837 4.232 1.060 -0.077
C 3.697 4.172 2.441 -0.081
C 3.302 2.987 3.041 -0.079
C 3.026 1.868 2.265 -0.129
C 4.256 0.310 -1.215 -0.382
C 4.345 0.130 -2.591 -0.116
C 5.584 0.021 -3.209 -0.080
C 6.744 0.099 -2.455 -0.080
C 6.666 0.287 -1.081 -0.073
C 5.429 0.391 -0.468 -0.111
As 0.439 -2.308 -0.676 1.311
C 0.277 -4.248 -0.942 -0.389
C -0.015 -4.822 -2.176 -0.111
C -0.158 -6.197 -2.298 -0.081
C -0.035 -7.012 -1.184 -0.086
C 0.227 -6.448 0.056 -0.084
C 0.379 -5.076 0.173 -0.133
C 0.883 -1.833 -2.530 -0.433
C 1.927 -2.427 -3.236 -0.130
C 2.138 -2.133 -4.574 -0.081
C 1.308 -1.235 -5.231 -0.080
C 0.268 -0.631 -4.541 -0.087
C 0.062 -0.932 -3.202 -0.147
H 2.352 -3.200 0.760 0.061
H 2.984 -2.505 -0.726 0.055
H 3.658 -1.142 1.244 0.074
H 1.959 -0.914 1.688 0.044
H 3.621 3.171 -0.792 0.105
H 4.182 5.144 0.591 0.107
H 3.903 5.045 3.046 0.105
H 3.206 2.929 4.118 0.105
H 2.733 0.942 2.747 0.089
H 3.440 0.076 -3.187 0.083
H 5.646 -0.119 -4.281 0.105
H 7.710 0.017 -2.935 0.106
H 7.570 0.355 -0.490 0.107
H 5.374 0.553 0.603 0.102
H -0.131 -4.194 -3.051 0.095
H -0.367 -6.632 -3.266 0.105
H -0.149 -8.084 -1.280 0.104
H 0.308 -7.078 0.933 0.105
H 0.568 -4.642 1.149 0.093
H 2.571 -3.146 -2.742 0.108
H 2.946 -2.613 -5.111 0.111
H 1.467 -1.011 -6.278 0.107
H -0.387 0.067 -5.049 0.105
H -0.762 -0.466 -2.666 0.071
C -1.258 4.521 -0.906 -0.377
Te -0.061 2.778 -0.443 1.313
C 0.446 2.652 -2.516 -0.380
H -2.147 4.232 -1.462 0.000
H -0.637 5.177 -1.512 0.012
H -1.533 5.052 0.003 0.004
H 1.008 3.543 -2.787 0.019
H -0.468 2.589 -3.101 0.018
H 1.059 1.770 -2.674 -0.036
C -3.283 2.153 5.418 -0.028
C -3.588 2.013 3.957 -0.248
C -3.009 2.874 3.024 -0.012
C -3.302 2.765 1.676 -0.100
C -4.173 1.771 1.243 -0.415
C -4.775 0.915 2.154 -0.059
C -4.477 1.043 3.500 -0.012
S -4.546 1.604 -0.504 1.007
C -5.415 3.185 -0.657 -0.192
O -3.206 1.836 -1.198 -0.626
H -2.730 3.070 5.614 0.083
H -2.687 1.310 5.770 0.082
H -4.204 2.172 6.000 0.091
H -2.334 3.651 3.360 0.126
H -2.892 3.478 0.971 0.080
H -5.471 0.158 1.813 0.123
H -4.943 0.370 4.209 0.131
H -4.782 3.986 -0.282 0.059
H -6.332 3.115 -0.075 0.073
H -5.653 3.345 -1.707 0.065
```

***

The following is a DFT calculation (ωB97M-V/def2-TZVPD) of a gas-phase ion, C7H17BFO3S (charge +1).

Results
total charge	+1
calculated total energy	-27900.38153	eV
frontier orbital gap	0.333	hartree
molecular weight	211.09	g mol⁻¹
F_max	0.63	eV/Å
HOMO level	-0.4970	Eh
spin multiplicity	1

Structure (XYZ):
```
30
Properties=species:S:1:pos:R:3:nbo_charge:R:1
C -1.996 -2.350 1.545 -0.621
C -0.824 -2.282 0.547 -0.225
C -1.284 -2.333 -0.919 -0.610
C 0.147 -1.123 0.819 -0.391
C -0.452 0.255 1.162 -0.259
C -1.647 0.725 0.329 -0.623
C 0.652 1.287 1.145 -0.049
O 1.023 1.566 -0.285 -0.663
S 1.755 2.893 -0.589 1.311
F 0.684 3.717 -1.393 -0.436
B 2.882 2.244 -2.070 1.028
O 3.937 1.588 -1.568 -0.902
O 2.453 2.382 -3.313 -0.883
H -2.122 -3.370 1.908 0.230
H -1.848 -1.723 2.425 0.201
H -2.945 -2.081 1.079 0.210
H -0.235 -3.190 0.692 0.214
H -0.540 -2.828 -1.544 0.216
H -1.450 -1.339 -1.337 0.196
H -2.225 -2.875 -1.010 0.221
H 0.816 -1.035 -0.045 0.201
H 0.768 -1.404 1.676 0.212
H -0.765 0.242 2.211 0.235
H -2.200 1.495 0.869 0.221
H -2.342 -0.086 0.137 0.240
H -1.351 1.151 -0.630 0.207
H 1.560 0.940 1.636 0.213
H 0.333 2.231 1.590 0.203
H 4.726 2.074 -1.287 0.549
H 2.489 3.229 -3.780 0.554
```

***

The following is a DFT calculation (ωB97M-V/def2-TZVPD) of a single C4H5N3 molecule.

Results
calculated total energy	-8693.49608	eV
frontier orbital gap	0.342	hartree
molecular weight	95.11	g mol⁻¹
energy relative to the best compared isomer or geometry (same formula, charge and spin)	609.4	kJ/mol
F_max	7.78	eV/Å
HOMO level	-0.3268	Eh
SMILES string	[H]/N=C(/C#C)NN=C
spin multiplicity	1

Structure (XYZ):
```
12
Properties=species:S:1:pos:R:3:nbo_charge:R:1
H -2.222 -2.021 -0.216 0.356
N -2.127 -1.016 0.280 -0.643
C -1.040 -0.524 0.070 0.382
C -0.877 0.926 -0.306 -0.078
C -1.031 2.117 -0.193 -0.166
N 0.123 -1.298 -0.208 -0.467
N 1.369 -0.681 -0.469 -0.246
C 1.913 0.262 0.331 -0.125
H -0.687 3.135 -0.210 0.239
H 0.105 -2.114 -0.632 0.381
H 1.559 0.522 1.389 0.169
H 2.914 0.693 0.161 0.199
```